# 1
The following is a quantum chemistry calculation of C42H108F2MnN8O13 as an isolated structure, from the OMol25 dataset.

Calculated values
Spin multiplicity ... 6
Lowest unoccupied orbital energy (spin up / spin down) ... 0.015 / 0.015 Eh
Highest occupied orbital energy (spin up / spin down) ... -7.49 / -7.95 eV
Expectation value of S² ... 8.752
Frontier orbital gap (spin up / spin down) ... 7.9 / 8.4 eV

Cartesian coordinates (Å):
Mn 1.77971 -1.65559 0.43624
F 2.91888 -3.33860 1.01305
F 0.40051 -0.11735 0.08402
C 0.67924 -5.44876 -6.32357
O -0.69982 -5.40007 -6.17330
C -1.14482 -4.80875 -4.95393
C -2.63194 -5.11985 -4.72352
N -2.99189 -4.49243 -3.40697
C -4.32080 -4.90888 -2.89168
C -4.57317 -4.49641 -1.44922
O -5.17060 -3.24271 -1.30559
C -4.35952 -2.10940 -1.65824
H 1.13061 -4.45983 -6.40355
H 0.92900 -6.09075 -7.16830
H 1.02475 -5.99629 -5.44670
H -1.04339 -3.72546 -5.01920
H -0.45943 -5.10590 -4.16017
H -2.74872 -6.20336 -4.74514
H -3.17429 -4.74223 -5.59033
H -2.30178 -4.70304 -2.70022
H -4.42617 -5.99318 -2.92743
H -5.10411 -4.62992 -3.59646
H -3.66783 -4.62721 -0.85646
H -5.25276 -5.24565 -1.04316
H -3.42049 -2.15980 -1.10709
H -4.87013 -1.18565 -1.38610
H -4.11842 -2.12454 -2.72114
C -0.58726 -3.55543 1.71457
O 0.06523 -2.92615 0.57761
C -0.11247 -3.60448 -0.64287
C 0.38809 -2.67806 -1.75093
N 1.79932 -2.45169 -1.64067
C 2.28765 -1.47477 -2.62616
C 2.20416 -1.81662 -4.15497
O 0.91968 -1.49724 -4.72033
C 0.92357 -1.61016 -6.17525
H -0.21414 -4.57959 1.71748
H -1.65703 -3.54274 1.50596
H -0.24242 -3.04541 2.61404
H -1.19139 -3.75356 -0.68563
H 0.40314 -4.56303 -0.58423
H -0.24662 -1.79374 -1.69404
H 0.03923 -3.11920 -2.68463
H 2.30175 -3.28383 -1.91491
H 3.35094 -1.32723 -2.43714
H 1.88816 -0.46566 -2.52517
H 2.30656 -2.89248 -4.29693
H 3.04222 -1.31010 -4.63373
H 0.32411 -2.44016 -6.54923
H 1.91211 -1.67288 -6.63016
H 0.54348 -0.73337 -6.69954
C 0.78134 -2.68639 6.14378
O 0.41137 -2.15154 4.86006
C 0.84393 -0.81761 4.73318
C 0.86414 -0.34023 3.31920
N 1.88318 -1.18991 2.69429
C 3.24757 -0.56460 2.78821
C 3.42806 0.60250 1.84537
O 3.29693 0.10419 0.52940
C 3.87933 1.01516 -0.38277
H 0.33452 -2.16792 6.99209
H 1.84119 -2.48844 6.30393
H 0.43532 -3.71304 6.26365
H 1.79451 -0.60422 5.22199
H 0.14175 -0.19968 5.29283
H 1.13641 0.70542 3.17572
H -0.09052 -0.51136 2.82177
H 1.94720 -1.98727 3.31091
H 4.03492 -1.30914 2.67054
H 3.54223 -0.18602 3.76696
H 4.44878 0.93749 2.02979
H 2.80723 1.46275 2.09568
H 3.62510 0.76486 -1.41273
H 4.96675 1.04312 -0.31318
H 3.51712 2.04084 -0.31307
C 2.28336 6.20145 4.31470
O 2.58357 4.81143 4.41898
C 1.63410 4.29043 5.30139
C 1.58184 2.84238 5.01925
N 2.84287 2.14266 4.88448
C 3.73689 2.13772 6.08326
C 4.37159 0.75623 6.39261
O 5.27867 0.52283 5.36644
C 5.68195 -0.86200 5.33548
H 2.14992 6.69891 5.27535
H 1.40036 6.36095 3.69584
H 3.10681 6.75355 3.86170
H 0.62264 4.67131 5.15999
H 1.94174 4.46671 6.33211
H 1.15127 2.68747 4.02995
H 1.06525 2.35061 5.84352
H 3.35516 2.52391 4.10198
H 3.17186 2.49471 6.94430
H 4.55248 2.84228 5.92041
H 3.72053 -0.11420 6.47363
H 4.99397 0.67619 7.28387
H 6.05446 -1.00157 6.35029
H 6.51093 -1.09048 4.66564
H 4.87857 -1.55098 5.07472
C -2.94512 -2.65447 7.57688
O -2.98956 -2.40814 6.19099
C -3.03047 -1.02663 5.81698
C -2.90885 -0.93766 4.26447
N -2.90299 0.41440 3.76000
C -2.69974 0.51873 2.29408
C -4.15068 0.50967 1.65109
O -4.94575 1.62818 1.86786
C -4.57345 2.80121 1.12123
H -3.33561 -3.66864 7.66107
H -3.65089 -1.97403 8.05332
H -1.91100 -2.61849 7.91947
H -2.21853 -0.46856 6.28325
H -3.96028 -0.50611 6.04636
H -3.88868 -1.24920 3.90255
H -2.09438 -1.48904 3.79469
H -3.76664 0.93611 3.80519
H -2.10769 -0.29601 1.87719
H -2.26011 1.48484 2.04616
H -4.69073 -0.40188 1.90707
H -3.99135 0.27234 0.59925
H -5.17071 3.65822 1.43255
H -4.67966 2.58156 0.05888
H -3.54443 3.12838 1.27018
C -2.58474 1.74692 -2.43428
C -1.90310 0.53856 -3.02394
C -2.02754 0.36299 -4.54031
O -3.33642 0.63994 -5.00030
C -3.41710 0.43638 -6.39965
N -0.48589 0.79192 -2.73754
H -2.48368 1.80549 -1.35056
H -3.64262 1.82680 -2.68448
H -2.06423 2.63982 -2.78053
H -2.21680 -0.29239 -2.39211
H -1.71706 -0.64281 -4.82330
H -1.36766 1.08881 -5.01553
H -4.44365 0.72170 -6.62963
H -3.36314 -0.64668 -6.51003
H -2.70361 0.96402 -7.03260
H -0.26768 0.76856 -1.75168
H 0.04675 0.03551 -3.14281
C 2.50798 2.62276 -3.74776
C 1.62441 3.39353 -4.68507
C 1.37672 2.53522 -5.98803
O 2.57061 2.57557 -6.74225
C 2.74996 1.39005 -7.49314
N 0.36205 3.53412 -3.94922
H 2.04917 1.70270 -3.38569
H 2.65286 3.16248 -2.81192
H 3.47463 2.34166 -4.16572
H 2.05856 4.33148 -5.03126
H 0.52089 2.84335 -6.58862
H 1.06172 1.53475 -5.69150
H 2.86936 0.48960 -6.89060
H 3.56283 1.67130 -8.16265
H 1.90793 1.29029 -8.17807
H -0.05028 2.64769 -3.69554
H 0.61401 3.86358 -3.02830
C -0.13466 4.76010 1.94897
C -0.45689 3.57918 1.03495
C 0.25638 3.63331 -0.38480
O 0.05747 4.89215 -0.95391
C -1.29169 5.27101 -1.45388
N 0.02488 2.42015 1.78113
H -0.55045 4.68034 2.95339
H -0.50754 5.68307 1.50492
H 0.94159 4.88549 2.06744
H -1.53361 3.52363 0.87471
H -0.10626 2.98254 -1.18048
H 1.33175 3.46426 -0.32914
H -1.56431 4.73084 -2.36052
H -1.30205 6.33173 -1.70460
H -2.16557 5.09389 -0.82693
H -0.16497 1.60160 1.22074
H 1.02821 2.41398 1.66540

=====

# 2
The following is a quantum chemistry calculation of C42H44CoF5N4S as an isolated structure, from the OMol25 dataset.

Calculated values
Spin multiplicity ... 5
Lowest unoccupied orbital energy (spin up / spin down) ... -0.042 / -0.096 Eh
Highest occupied orbital energy (spin up / spin down) ... -6.75 / -7.32 eV
Expectation value of S² ... 6.072
Frontier orbital gap (spin up / spin down) ... 5.6 / 4.7 eV

Cartesian coordinates (Å):
Co -3.08449 -20.12363 4.43948
C -6.43917 -24.85655 7.13867
C -5.14512 -24.98322 6.33307
C -4.27817 -23.79594 6.29115
C -3.11025 -23.58885 6.97845
C -2.37465 -24.43813 7.99195
C -2.52037 -23.93682 9.44524
C -2.65638 -22.19568 6.55709
N -3.43283 -21.75219 5.58773
C -4.45069 -22.59872 5.40140
C -5.52285 -22.46569 4.54973
C -5.76445 -21.44552 3.63090
C -6.93623 -21.35930 2.66557
C -7.89455 -22.42121 2.38838
C -7.29942 -23.48470 1.43970
C -6.75540 -20.15877 2.05738
C -5.53883 -19.50977 2.62277
C -5.07687 -18.26191 2.26525
C -3.86608 -17.62697 2.78234
N -3.01721 -18.19497 3.63695
C -1.99684 -17.27446 3.77465
C -0.99511 -17.44350 4.70831
C -0.84980 -18.50699 5.59511
N -1.65828 -19.57313 5.79167
C -1.06957 -20.33554 6.74205
C -1.48143 -21.58817 7.07424
C 0.11365 -19.75805 7.23828
C 0.30108 -18.63504 6.47751
C 1.44987 -17.67092 6.50619
C 2.59223 -18.11351 5.61154
C 0.96971 -20.42823 8.20806
C 1.77880 -21.61559 7.68990
C -2.24747 -16.09535 2.93509
C -3.41240 -16.31572 2.31978
C -4.05936 -15.44525 1.36793
C -3.55248 -15.68518 -0.04325
C -1.32097 -14.95168 2.84782
C -1.45243 -14.02086 4.00981
N -5.05404 -20.35425 3.64055
C -7.59647 -19.68146 0.92213
C -8.67053 -18.71012 1.41316
H -7.01232 -25.77250 7.04104
H -7.05370 -24.05478 6.74619
H -6.22735 -24.60188 8.17617
H -5.31470 -25.38604 5.33798
H -4.54123 -25.74995 6.83990
H -1.33080 -24.49449 7.65686
H -2.72829 -25.50143 7.97989
H -2.38126 -22.86913 9.47267
H -1.80408 -24.44851 10.08236
H -3.48686 -24.15363 9.82658
H -6.30054 -23.27256 4.51825
H -8.78620 -21.96599 1.94970
H -8.22944 -22.92146 3.31175
H -7.03349 -23.01551 0.45293
H -7.91015 -24.33892 1.14809
H -6.34864 -23.80831 1.93422
H -5.68343 -17.73432 1.59004
H -0.20369 -16.72033 4.55793
H -0.93985 -22.15355 7.76127
H 1.81888 -17.50462 7.50991
H 1.14027 -16.64826 6.21874
H 3.06466 -19.00623 5.99662
H 3.38062 -17.37887 5.49095
H 2.21803 -18.37125 4.64842
H 0.27150 -20.75424 9.02645
H 1.64175 -19.68304 8.69526
H 1.16658 -22.12145 6.97315
H 2.01732 -22.30999 8.46510
H 2.70928 -21.37837 7.17766
H -3.87920 -14.41269 1.68024
H -5.16695 -15.53926 1.38522
H -2.48785 -15.73563 -0.08849
H -3.83899 -14.81847 -0.67501
H -4.02885 -16.58159 -0.49324
H -1.57019 -14.34855 1.95981
H -0.28490 -15.31358 2.73151
H -2.48844 -13.76515 4.15530
H -0.83270 -13.17751 3.83410
H -1.18897 -14.59947 4.91104
H -8.04533 -20.45317 0.31169
H -6.90625 -19.20951 0.20261
H -9.31198 -19.27020 2.13640
H -9.29000 -18.34824 0.64262
H -8.21513 -17.89255 1.96036
F -1.65911 -17.72593 -1.09845
C -1.67369 -18.74133 -0.21296
C -2.75804 -19.57663 -0.06140
F -3.78386 -19.52850 -0.94656
C -2.66882 -20.59098 0.85803
F -3.71204 -21.43223 0.81696
C -1.67954 -20.74771 1.76221
S -1.88342 -21.83280 3.11010
C -0.57046 -19.92817 1.57612
F 0.52592 -20.08054 2.32480
C -0.58234 -18.96561 0.59568
F 0.52446 -18.20457 0.43365

=====

# 3
The following is a quantum chemistry calculation of one molecule with the formula C3H7N3O, from the OMol25 dataset.

Calculated values
Lowest unoccupied orbital energy ... 0.028 Eh
Highest occupied orbital energy ... -8.77 eV
SMILES ... C/C=N/N=C\NO
Energy relative to the best compared isomer or geometry (same formula, charge and spin) ... 484.0 kJ/mol
Frontier orbital gap ... 9.5 eV

Cartesian coordinates (Å):
C -2.95940 -0.92367 -0.00512
C -2.03433 0.32423 0.12093
C 1.20834 0.88308 0.08755
H -2.45314 -1.88630 -0.12163
H -3.77988 -0.98478 0.87680
H -3.53375 -0.57597 -0.96678
H -2.46680 1.29887 0.29632
H 2.03371 1.64459 -0.05061
H 1.01516 -1.06435 -0.01397
H 3.55446 -0.75444 0.59527
N -0.79642 0.20734 -0.18630
N -0.01503 1.28879 -0.11372
N 1.63180 -0.42088 0.32514
O 2.82502 -0.86328 -0.25143

=====

# 4
The following is a quantum chemistry calculation of C27H33CoFN5O3SSb as an isolated structure, from the OMol25 dataset.

Calculated values
Spin multiplicity ... 5
Lowest unoccupied orbital energy (spin up / spin down) ... -0.104 / -0.174 Eh
Total charge ... +1
Highest occupied orbital energy (spin up / spin down) ... -10.64 / -10.68 eV
Expectation value of S² ... 6.018
Energy relative to the best compared isomer or geometry (same formula, charge and spin) ... 0.0 kJ/mol
Frontier orbital gap (spin up / spin down) ... 7.8 / 5.9 eV

Cartesian coordinates (Å):
Co 0.64278 -1.24720 -0.83406
C 2.30906 0.01829 4.02409
C 2.99540 -1.28484 3.54141
N 2.06215 -2.27405 3.03197
C 1.61218 -2.31068 1.74758
S 2.46532 -1.31735 0.56018
N 0.62265 -3.11405 1.44809
N 0.17416 -2.98365 0.18668
C -0.82032 -3.68995 -0.22366
C -1.51041 -4.66662 0.61883
C -1.19055 -3.39697 -1.61834
C -2.05749 -4.16251 -2.39962
C -2.41531 -3.72497 -3.66588
C -1.94634 -2.50318 -4.14531
C -1.07142 -1.81087 -3.30843
N -0.68363 -2.26201 -2.12465
H 3.02956 0.68419 4.45850
H 1.57952 -0.20750 4.77819
H 1.76522 0.45505 3.20950
H 3.46163 -1.76390 4.39312
H 3.73431 -1.10321 2.77444
H 1.51255 -2.81453 3.70762
H -0.91513 -4.85708 1.49422
H -1.66447 -5.59586 0.08404
H -2.49570 -4.26274 0.94559
H -2.46116 -5.08893 -2.01557
H -3.09649 -4.33882 -4.22536
H -2.26413 -2.09622 -5.11048
H -0.59368 -0.87192 -3.62087
C -1.88052 5.72432 -0.55492
C -2.37630 4.83175 0.59358
C -1.99974 5.44735 1.94419
C -2.58084 4.63383 3.09005
C -2.16545 3.19695 2.97916
C -2.11754 2.36723 4.05867
C -1.78903 1.02341 3.92717
F -1.72463 0.25226 5.02435
C -1.40509 0.49775 2.72792
C -1.39406 1.33584 1.59306
C -0.97995 0.79922 0.32612
O -0.87381 -0.46210 0.23490
C -0.73707 1.72791 -0.73926
C -1.19619 2.99356 -0.57410
N -1.77892 3.47345 0.57390
C -1.80985 2.66592 1.70480
C -0.05690 1.32839 -2.02315
O -0.25653 1.99489 -3.03251
O 0.75814 0.33592 -1.93900
H -2.21582 6.73767 -0.37227
H -2.30576 5.41663 -1.49389
H -0.80029 5.67521 -0.55504
H -3.46353 4.70081 0.55485
H -2.43530 6.47523 2.02338
H -0.92485 5.54503 1.98778
H -3.69709 4.67441 3.10123
H -2.24621 5.03301 4.06315
H -2.35390 2.73080 5.05482
H -1.14117 -0.54872 2.60479
H -1.09111 3.62918 -1.44573
C 2.61476 -3.21051 -4.02258
Sb 2.88320 -1.68298 -2.64774
C 3.09655 0.06688 -3.79198
C 4.88424 -1.86349 -2.08269
H 3.39081 -3.19366 -4.80302
H 1.61239 -3.09976 -4.43777
H 2.67261 -4.13250 -3.46962
H 3.91070 -0.04538 -4.47753
H 3.31905 0.93954 -3.20189
H 2.15745 0.29185 -4.26981
H 5.55569 -1.99559 -2.93840
H 4.98984 -2.74147 -1.47507
H 5.17176 -0.97790 -1.53168

=====

Taking the records one at a time from the top gives total energy values of -4431.6363, -4126.1479, -357.8655, -3669.0738 Eh.
Taking the records one at a time from the top gives strongest force on any atom values of 0.0601, 0.0594, 0.1111, 0.0365 Eh/bohr.